Entry 1:
DFT (the ωB97M-V functional and the def2-TZVPD basis) results for a 12-piece molecular cluster, CH27NO12 overall at a distorted geometry.

HOMO energy = -10.25 eV
Gap between HOMO and LUMO = 10.144 eV
Energy relative to the best compared isomer or geometry (same formula, charge and spin) = 0.0 kcal per mole

Each line ends with the natural charge from an NBO analysis.
Element x y z (Å)
1 N -0.379 -0.517 0.092  -0.855
2 C 1.008 -0.808 0.156  0.059
3 O 1.892 0.087 -0.623  -0.788
4 H -0.607 0.414 0.392  0.386
5 H -0.733 -0.733 -0.826  0.355
6 H 1.347 -0.595 1.171  0.158
7 H 1.220 -1.832 -0.099  0.200
8 H 1.837 -0.255 -1.525  0.474
9 H 0.499 -1.239 3.946  0.484
10 H 1.160 -0.015 3.402  0.467
11 O 1.379 -0.860 3.819  -0.950
12 H -3.651 2.989 -0.758  0.483
13 H -3.393 2.694 0.694  0.488
14 O -3.035 3.213 -0.043  -0.941
15 H -0.400 2.316 2.025  0.483
16 H 0.987 1.793 2.495  0.507
17 O 0.018 1.658 2.590  -1.006
18 H -0.487 -2.866 -1.967  0.507
19 H 0.845 -3.662 -1.984  0.488
20 O 0.495 -2.765 -1.976  -1.021
21 H 2.014 2.153 0.820  0.488
22 H 3.170 2.546 1.786  0.508
23 O 2.231 2.672 1.605  -0.966
24 H -2.142 -0.967 2.949  0.462
25 H -1.217 0.227 2.940  0.488
26 O -1.893 -0.205 3.489  -0.961
27 H 3.156 0.117 0.878  0.483
28 H 3.434 -0.161 2.345  0.477
29 O 3.825 0.251 1.564  -0.965
30 H -0.381 2.335 -1.672  0.485
31 H -1.765 2.382 -0.977  0.499
32 O -1.138 1.787 -1.438  -0.998
33 H -1.693 0.322 -2.613  0.499
34 H -1.132 -0.803 -3.552  0.493
35 O -1.953 -0.427 -3.173  -1.005
36 H -2.051 -2.467 -0.681  0.480
37 H -2.377 -2.024 -2.118  0.509
38 O -2.224 -2.822 -1.563  -0.970
39 H 0.648 -1.113 -3.134  0.476
40 H 0.909 -1.851 -4.336  0.482
41 O 0.581 -0.971 -4.098  -0.941

=====

Entry 2:
DFT (the ωB97M-V functional and the def2-TZVPD basis) results for CH2AgFO as an isolated structure at a distorted geometry.

HOMO energy = -9.47 eV
Gap between HOMO and LUMO = 8.464 eV
Energy relative to the best compared isomer or geometry (same formula, charge and spin) = 0.0 kcal per mole

Each line ends with the natural charge from an NBO analysis.
Element x y z (Å)
1 C 0.266 -0.799 0.936  0.245
2 H 1.351 -1.016 0.925  0.144
3 H -0.343 -1.305 1.708  0.147
4 O -0.241 0.232 0.292  -0.542
5 Ag -0.237 0.483 -2.146  0.901
6 F -0.795 2.404 -1.714  -0.896

=====

Entry 3:
DFT (the ωB97M-V functional and the def2-TZVPD basis) results for a 2-piece molecular cluster, CH2BNO2 overall at a distorted geometry.

HOMO energy = -12.33 eV
Gap between HOMO and LUMO = 12.173 eV
Energy relative to the best compared isomer or geometry (same formula, charge and spin) = 28.0 kcal per mole

Each line ends with the natural charge from an NBO analysis.
Element x y z (Å)
1 B 1.225 -0.202 -0.289  1.222
2 C -3.067 -0.442 -0.098  0.087
3 N -3.719 -1.344 0.157  -0.312
4 O 0.391 0.586 -0.581  -0.855
5 O 2.102 -1.151 -0.257  -0.873
6 H -2.469 0.347 -0.283  0.225
7 H 2.791 -1.061 0.295  0.507

=====

Entry 4:
DFT (the ωB97M-V functional and the def2-TZVPD basis) results for CH2BiLiO as an isolated structure at a distorted geometry.

HOMO energy (alpha / beta) = -18.59 / -18.60 eV
Gap between HOMO and LUMO (alpha / beta) = 6.779 / 6.780 eV
Energy relative to the best compared isomer or geometry (same formula, charge and spin) = 0.0 kcal per mole
Total charge = +2

Each line ends with the natural charge from an NBO analysis.
Element x y z (Å)
1 H 0.212 0.727 -1.406  -0.076
2 O 0.676 -0.005 -3.317  -0.283
3 C 0.879 0.710 -2.352  0.348
4 Li -0.123 -0.641 2.215  0.961
5 Bi -1.439 1.180 -0.095  0.820
6 H 1.723 1.393 -2.299  0.229

=====

Entry 5:
DFT (the ωB97M-V functional and the def2-TZVPD basis) results for a 2-piece molecular cluster, CH2Br2ClOP overall at a distorted geometry.

HOMO energy (alpha / beta) = -10.06 / -8.98 eV
Gap between HOMO and LUMO (alpha / beta) = 8.890 / 5.211 eV
Energy relative to the best compared isomer or geometry (same formula, charge and spin) = 64.7 kcal per mole

Each line ends with the natural charge from an NBO analysis.
Element x y z (Å)
1 C 1.802 -0.094 -0.507  -0.394
2 O -1.953 -0.409 2.159  -0.962
3 P -1.185 -0.081 0.951  1.311
4 Cl 1.605 1.482 -1.017  0.111
5 Br -1.948 -1.482 -0.761  -0.260
6 Br -2.090 1.858 -0.057  -0.235
7 H 1.445 -0.896 -1.196  0.215
8 H 2.323 -0.378 0.427  0.214

=====

Entry 6:
DFT (the ωB97M-V functional and the def2-TZVPD basis) results for CH2BrI as an isolated structure at a distorted geometry.

HOMO energy = -9.62 eV
Gap between HOMO and LUMO = 9.021 eV
Energy relative to the best compared isomer or geometry (same formula, charge and spin) = 0.9 kcal per mole

Each line ends with the natural charge from an NBO analysis.
Element x y z (Å)
1 C 0.490 -0.060 -0.508  -0.525
2 Br 1.277 -1.740 -0.936  0.069
3 I 1.168 1.498 -2.152  0.017
4 H 0.758 0.270 0.482  0.220
5 H -0.576 -0.104 -0.705  0.219

=====

Entry 7:
DFT (the ωB97M-V functional and the def2-TZVPD basis) results for a 2-piece molecular cluster, CH2BrNO4 overall at a distorted geometry.

HOMO energy = -10.58 eV
Gap between HOMO and LUMO = 10.271 eV
Energy relative to the best compared isomer or geometry (same formula, charge and spin) = 22.2 kcal per mole

Each line ends with the natural charge from an NBO analysis.
Element x y z (Å)
1 C -0.379 -1.033 0.876  0.764
2 N 1.145 1.255 -0.880  0.375
3 O 0.555 1.964 -0.049  -0.374
4 O 0.358 0.793 -1.853  -0.500
5 O 0.541 -1.042 0.116  -0.564
6 O -0.887 -0.180 1.723  -0.665
7 Br -1.555 -2.595 0.883  -0.065
8 H 0.840 0.091 -2.342  0.501
9 H -0.618 0.747 1.527  0.526

=====

Entry 8:
DFT (the ωB97M-V functional and the def2-TZVPD basis) results for one molecule with the formula CH2BrOP at a distorted geometry.

HOMO energy (alpha / beta) = -7.12 / -9.22 eV
Gap between HOMO and LUMO (alpha / beta) = 5.762 / 8.966 eV
Energy relative to the best compared isomer or geometry (same formula, charge and spin) = 61.6 kcal per mole

Each line ends with the natural charge from an NBO analysis.
Element x y z (Å)
1 C 0.137 0.125 0.314  -0.486
2 O -0.362 0.154 4.405  -0.999
3 P 0.895 -0.023 3.685  0.903
4 Br 0.310 1.400 1.626  0.188
5 H -0.843 -0.351 0.346  0.198
6 H 1.042 -0.466 0.181  0.196